No. 1
Entry from OMol25: the molecule C4H6N2O2 at a distorted geometry (the ωB97M-V functional and the def2-TZVPD basis).

Cartesian coordinates (Å):
H1 0.42171 -0.54910 -3.24777
C1 0.43935 0.49727 0.14887
C2 -0.58667 0.84091 2.37447
C3 -0.24788 -0.12997 1.29438
N1 0.70540 -0.10893 -2.23483
H2 -0.28086 1.19555 -0.31367
H3 0.43962 -0.84851 1.77454
N2 -0.49870 1.64530 3.15831
H4 -1.32175 -1.31182 0.05018
O1 -0.46579 -1.49746 -1.00475
O2 -1.48187 -0.78542 0.89603
C4 0.12132 -0.44211 -1.03673
H5 1.39578 0.80904 0.14609
H6 1.36033 0.68524 -2.00513

Forces on the atoms, in the same order (eV/Å):
1.1903 1.6515 3.8677
-5.4870 -1.4351 -3.3810
0.9016 -2.0556 -2.5467
-1.8965 -1.6814 1.7496
0.2335 1.1687 -0.6847
0.5116 1.2734 1.0073
-0.2177 -0.0085 -0.0967
-0.2734 2.0543 2.1449
0.1604 0.3210 1.2967
-0.6577 -1.4422 -1.0733
0.1801 1.4145 1.8195
3.0769 -1.2626 -2.4841
3.1537 1.1014 0.4257
-0.8759 -1.0992 -2.0450

total charge = 0
2S+1 = 1
structure (SMILES) = N#C[C@@H](O)CC(N)=O

Results of the Löwdin charge analysis, in e, for atoms 1 through 4:
1 H 0.208
2 C -0.034
3 C -0.153
4 C -0.357

No. 2
Entry from OMol25: the molecule C8H12S at a distorted geometry (the ωB97M-V functional and the def2-TZVPD basis).

Cartesian coordinates (Å):
H1 -1.15248 -1.62914 -0.95303
H2 -1.52475 0.80986 -0.59194
H3 -4.10180 0.25199 -0.03964
H4 -3.15414 -1.05403 -0.95994
H5 3.34982 0.17171 -0.70657
C1 -0.87903 -1.13029 -0.06307
H6 -3.37496 -1.24612 0.81997
H7 3.00236 0.36434 1.20399
C2 2.81354 0.62619 0.11595
C3 1.45964 2.19205 -0.03012
C4 -1.83410 0.05930 0.09584
S1 1.61068 -2.23353 0.01570
C5 2.75555 2.06938 -0.01286
C6 1.27419 0.54500 0.07106
H8 0.69843 -2.92419 -0.67666
H9 3.46731 2.89417 0.01837
C7 0.68812 -0.74142 0.05124
H10 -1.74789 0.34862 1.22109
H11 0.77116 2.94923 -0.30338
C8 -3.22738 -0.49035 -0.02661
H12 -0.89426 -1.83277 0.75061

Forces on the atoms, in the same order (eV/Å):
0.3429 -0.7388 -1.2895
-0.1342 0.9162 -0.3650
1.4066 -1.0429 -0.0138
-1.0329 -0.1096 -0.1031
0.2889 -0.8014 0.3600
2.4708 2.3516 1.5120
-0.0541 1.0449 -1.1811
1.0403 -0.3729 -1.4282
-0.0207 -1.1664 2.2093
-2.8753 -3.1054 -0.5135
0.5936 -1.0236 3.8663
0.9352 0.0219 0.2170
0.9107 2.2271 0.4061
0.4895 -1.6393 -1.0082
-0.0094 0.0116 0.0099
0.1712 -0.5048 -0.2855
-2.0620 3.5917 -1.3088
0.2974 0.4200 -2.0511
-0.6147 0.6917 0.3403
-1.2154 -0.3667 0.1957
-0.9283 -0.4049 0.4311

total charge = 0
2S+1 = 1
structure (SMILES) = CCC/C(S)=C1\C=CC1

Results of the Löwdin charge analysis, in e, for atoms 1 through 4:
1 H 0.079
2 H 0.095
3 H 0.095
4 H 0.060

No. 3
Entry from OMol25: the molecule C16H16FNO2S (the ωB97M-V functional and the def2-TZVPD basis).

Cartesian coordinates (Å):
O1 -1.52406 2.54204 -0.25826
O2 -1.23039 0.80379 1.48099
H1 -4.71489 -2.56342 -0.65491
H2 0.85957 1.47536 -1.31499
H3 5.53365 -1.08090 1.98065
C1 -4.01899 -0.60565 -0.13682
N1 -1.77178 0.10667 -0.90387
C2 -6.68358 0.02399 0.18791
H4 -7.10902 -1.99599 -0.36016
H5 7.50021 -1.15278 0.63118
C3 7.12957 -0.48273 -0.14011
H6 7.67375 0.45905 -0.06704
C4 5.66189 -0.23846 0.01798
C5 0.63867 1.07263 -0.34527
H7 -3.63792 1.42601 0.42437
C6 3.58770 0.62317 -0.86521
C7 -4.39454 0.67651 0.24808
H8 -2.11234 -1.13347 0.67076
C8 4.93755 0.37757 -0.99968
H9 3.05008 1.10228 -1.66829
H10 -6.03292 1.99038 0.71004
H11 -2.23430 0.57213 -1.67018
F1 -7.98941 0.33179 0.34251
C9 2.90989 0.25831 0.30103
C10 -2.56096 -0.95013 -0.31007
H12 7.34406 -0.91388 -1.11618
H13 1.07654 0.16645 1.43812
H14 3.13266 -0.64820 2.22945
C11 -6.33895 -1.25952 -0.19342
S1 -1.06368 1.23523 0.12323
H15 -2.45344 -1.85351 -0.92006
C12 -4.99974 -1.56522 -0.35623
C13 4.99019 -0.60211 1.17878
C14 3.63821 -0.35918 1.31964
C15 -5.72961 0.99962 0.41179
H16 5.44627 0.66659 -1.90829
C16 1.49005 0.49560 0.49251

Forces on the atoms, in the same order (eV/Å):
0.1512 -0.1461 -0.2262
0.0476 -0.2490 -0.0713
0.0299 -0.1106 -0.0592
0.0793 0.0850 -0.2845
0.0548 -0.0510 0.0679
-0.0058 -0.0130 -0.0980
0.3613 0.7122 0.4514
0.1229 -0.0582 -0.0171
-0.0973 -0.0482 -0.0171
0.0710 -0.0413 0.0191
0.0276 0.0502 -0.0057
0.0991 0.0145 0.0024
-0.1251 -0.0381 0.0913
-0.5543 0.0680 0.4879
-0.1022 0.1260 0.0196
-0.0742 -0.0488 0.1659
-0.0690 -0.1859 -0.0185
-0.0868 -0.2371 -0.1211
-0.0242 -0.0035 0.0185
-0.0443 0.0632 -0.1255
-0.0612 0.0994 0.0315
-0.0257 0.2286 -0.1058
0.1070 -0.0151 -0.0134
0.5272 -0.0760 -0.0793
-0.0204 -0.4229 0.3330
0.0732 -0.0429 -0.0369
-0.0035 -0.0478 0.1078
-0.0711 -0.0279 0.0967
-0.1944 0.1417 0.0773
0.3826 -0.1647 -0.6669
-0.0159 0.0816 0.1307
0.1189 0.1545 0.0574
0.1429 0.0129 -0.1095
-0.2571 0.1413 -0.1687
-0.2014 -0.0501 0.0072
0.0408 0.0279 -0.1029
-0.4035 0.0713 0.1621

total charge = 0
2S+1 = 1
structure (SMILES) = Cc1ccc(/C=C/S(=O)(=O)NCc2ccc(F)cc2)cc1

Results of the Löwdin charge analysis, in e, for atoms 1 through 4:
1 O -0.301
2 O -0.290
3 H 0.112
4 H 0.090

No. 4
Entry from OMol25: a structure of composition C27H69Br18N12O9P3 at a distorted geometry (the ωB97M-V functional and the def2-TZVPD basis).

Cartesian coordinates (Å):
Br1 -1.79645 9.67953 4.17405
H1 2.29511 3.20968 -13.47437
H2 -2.84181 -11.46015 3.04651
H3 0.38176 4.57925 -0.20665
H4 -0.65524 -0.15818 3.24521
H5 0.97595 -12.27601 3.84411
C1 -1.80332 11.36572 5.33211
C2 4.21466 -3.74362 7.92747
N1 3.25986 4.07014 -11.94487
H6 0.59112 -11.89660 5.55654
H7 5.33905 4.12317 -11.47424
H8 5.01390 4.84779 -12.97921
H9 0.36868 -8.87066 7.99739
Br2 -2.19727 -4.51127 -7.49414
C3 1.19755 5.38300 -9.61145
H10 3.16148 -0.54834 -1.74592
C4 -1.97189 -11.26175 3.67259
Br3 -0.50339 11.20513 6.85975
O1 2.41994 1.65887 -10.88409
H11 5.18521 2.39183 -7.86005
C5 4.67928 4.03297 -12.33717
O2 -2.64556 -3.68021 10.80043
Br4 -7.78236 10.28345 -1.63609
H12 -4.18232 -3.72453 12.53157
C6 3.19839 0.10584 -0.87484
H13 3.46965 1.07614 -1.29081
C7 1.20456 3.91933 -0.48164
C8 2.37770 4.23464 -13.11278
O3 -0.19015 -7.79335 5.02887
N2 -1.77761 -9.91702 4.13862
O4 -4.03853 -2.47223 9.60686
H14 -1.44444 12.09772 4.60859
H15 2.37924 -10.02982 2.90680
H16 -0.01344 -0.86820 -0.29618
C9 8.06751 5.99403 1.39341
H17 0.14826 5.67807 -9.61603
H18 1.18405 -8.71789 2.86841
H19 1.98541 12.60711 -3.71843
N3 -7.59261 4.34440 7.09942
H20 -9.33604 -1.98983 0.89335
N4 -3.70164 -3.11929 10.62917
O5 -6.64262 4.48462 7.79187
C10 -0.33025 2.19594 -1.44515
H21 -7.29633 10.44463 0.87678
H22 0.54012 -10.62774 8.24242
H23 7.76714 4.96445 1.58798
C11 -8.44455 -2.61606 0.92756
H24 -7.88505 3.22325 5.40823
H25 -4.26242 -2.06289 12.33740
Br5 3.46654 10.75231 -4.39487
H26 2.52418 5.03664 -13.83627
Br6 -7.17262 7.97585 0.42703
C12 -0.57787 -5.54358 -6.95354
O6 8.70721 6.62741 -0.64298
N5 -0.24876 0.84198 1.32854
H27 -0.70880 3.56372 -10.71251
H28 0.73846 -10.31095 2.25341
N6 0.89707 -10.17973 4.29411
P1 2.74964 3.10659 -10.59500
Br7 -0.93516 -6.40921 -5.17846
H29 -8.52257 2.50734 6.91290
Br8 3.73773 -1.93758 8.70983
H30 2.26616 -11.78429 4.95023
C13 -3.01121 -9.18721 4.10430
H31 -1.14632 2.91656 -1.39176
H32 -3.89858 -9.79009 3.91138
H33 3.31722 -4.35886 7.86273
H34 5.63644 4.45325 -9.41542
C14 4.68084 2.21991 -8.81092
N7 1.86901 0.09508 -0.18480
H35 0.08284 2.07381 -2.44641
H36 -5.64083 -3.00901 11.61273
H37 1.41693 5.52135 -8.55275
Br9 0.41734 10.77315 -3.36784
H38 -3.20213 -8.49538 4.92469
P2 -0.43484 -9.28618 4.99603
N8 -0.65701 -9.87316 6.57026
Br10 -9.85868 9.88585 0.89632
H39 -1.46377 2.54427 0.85940
H40 -0.71823 1.23954 -1.09463
C15 0.98184 -0.90554 -0.73902
H41 -0.67529 3.46970 -9.17042
H42 1.40865 4.61400 -12.78853
C16 -4.57488 -2.98033 11.83863
N9 0.71804 2.55816 -0.48755
H43 -1.96513 -11.95781 4.51136
O7 -8.47287 5.22432 6.93830
H44 4.78596 4.68987 -7.99128
H45 8.52986 6.40396 2.29134
C17 -1.95800 -9.89119 7.29656
C18 4.61167 4.55829 -9.05918
Br11 -7.36583 -1.57437 -0.35032
H46 -2.33869 -8.88101 7.44728
C19 0.00354 3.19106 -9.97644
H47 7.20924 6.63260 1.18435
H48 0.74963 -0.68631 2.41925
H49 3.86543 -0.10736 -0.03957
Br12 -8.64431 -4.47368 0.20871
H50 -6.69491 2.59330 6.54204
H51 -1.08811 2.30741 2.54168
H52 1.35297 -1.91905 -0.58684
C20 2.17910 11.66006 -3.21475
H53 -3.01228 -8.62580 3.17000
H54 1.93350 4.14262 0.29738
H55 -0.87252 -1.10600 1.70429
H56 1.38422 -9.71793 6.91376
N10 1.32571 3.93876 -9.96291
Br13 -3.68450 11.81527 5.94391
O8 2.19986 1.81823 1.87983
N11 3.95825 3.33921 -9.30564
H57 1.66223 4.20083 -1.43000
H58 0.74564 -0.68608 -1.78025
H59 4.13749 1.29151 -8.63505
H60 0.07946 2.10985 -10.09184
H61 -2.24979 1.22801 1.67784
N12 9.02604 6.00047 0.29922
H62 -0.44747 -6.36810 -7.65444
C21 -7.97350 9.81718 0.29724
H63 -1.85245 -10.53749 8.16791
H64 -2.70286 -10.34693 6.64419
C22 1.32134 -9.78954 3.01267
Br14 4.91311 -3.44911 6.06057
Br15 -7.53593 -2.73426 2.66737
H65 5.43251 1.84221 -9.50405
Br16 5.48664 -4.81280 9.09289
O9 10.04168 5.31707 0.49075
P3 1.23703 1.44932 0.80135
Br17 1.11286 -4.56909 -7.08144
H66 1.82611 6.02024 -10.23349
H67 4.98097 3.16373 -12.92155
H68 -1.05201 -11.40596 3.10590
C23 -0.27836 -0.36886 2.24438
C24 1.21484 -11.64364 4.69918
H69 4.09849 5.42920 -9.46692
C25 -7.68527 3.04191 6.46431
Br18 3.06817 11.90420 -1.38276
C26 -1.30921 1.77539 1.61639
C27 0.47158 -9.83420 7.49830

Forces on the atoms, in the same order (eV/Å):
-0.0939 1.2867 1.1744
-0.4708 0.3901 -1.1181
0.0915 0.5973 0.0600
-0.2284 0.4722 -0.4860
-0.3862 0.2929 -0.2060
-0.0705 -0.2007 0.0519
-0.3359 -1.1715 0.1286
0.8230 0.6158 -0.0117
1.0742 0.8856 0.7932
0.0743 -0.0576 -0.1333
-0.1784 -0.3252 0.0950
-0.7480 0.5106 0.0207
0.3185 0.0266 0.6880
1.2565 -0.5435 0.3020
0.1239 -1.3800 0.4361
0.2548 -0.4555 0.5282
2.4333 -0.6087 0.2566
-1.2480 0.1699 -1.3589
0.7865 2.3106 0.6190
-0.0884 0.5971 0.0070
0.4629 -0.0931 0.2973
-0.2217 -0.2128 -0.4563
-0.2990 0.1086 1.2180
-0.6623 -0.3964 -0.2034
-1.1627 0.9705 1.4909
-0.1709 0.3558 0.1548
-0.3875 0.3319 0.3910
-1.2809 -0.7551 1.3872
-0.8152 -2.3445 -0.9058
-0.5567 1.5493 1.1485
0.5564 -1.6975 1.8594
-0.2104 0.1267 0.6078
0.0865 0.0627 -0.2857
0.2028 0.0122 0.3680
-0.9725 0.1299 1.6061
-0.0356 0.0094 -0.8006
0.0660 0.0107 0.0409
0.3561 0.0428 0.7437
-2.3045 2.1338 -0.2406
-0.2171 -0.8975 0.6907
-0.5260 2.3232 -1.2072
1.7749 0.6280 1.3996
0.7762 -0.4349 1.1962
-0.5701 0.0461 -0.0878
-0.2422 -0.2638 -0.3399
0.0711 0.1252 -0.0596
1.2564 -0.4125 -0.7366
-0.2594 -0.0866 0.0667
-0.2968 0.3711 -0.5056
-0.4649 0.2661 0.5379
1.5478 -0.3471 -0.0741
-0.6815 1.0303 0.2860
-0.4429 -0.2275 0.2933
0.2939 1.2119 -2.6839
0.7855 -0.6225 0.3803
0.5842 0.0313 -1.2971
0.0994 -0.1038 -0.5459
-1.4059 -1.2324 3.7763
-1.0786 0.5427 1.1785
0.4563 0.7278 -1.1225
0.3032 -0.1195 -0.0138
0.4476 -1.7067 -0.5097
0.0477 0.3202 -0.0111
-0.7886 1.5239 -1.1909
-0.0223 0.1783 -0.3216
0.1343 -0.5595 0.8122
0.2020 0.3684 -0.0306
0.3540 0.6570 -0.5406
0.6939 -2.0631 -0.0441
-0.8790 1.0509 0.8558
-0.1791 0.1942 -0.1474
0.3717 -0.0509 -0.0786
0.6362 0.0928 0.1116
0.9932 0.3255 0.6812
0.1510 -0.0943 0.0644
0.6778 -0.4732 0.0507
-0.0047 -1.5324 0.1033
1.4787 0.0088 -0.3420
0.3058 -0.1710 -0.2011
-0.1578 -0.0247 -0.3504
-0.9187 0.4818 0.1214
0.8909 -0.3395 1.2567
-0.4135 -0.7306 0.5565
0.7741 -0.3338 0.5914
1.4809 -0.8224 2.4596
-0.1899 -0.3668 0.0315
1.2490 -1.9849 -0.1412
-0.4996 0.1968 0.3152
0.2952 -0.2468 -0.1140
0.4311 -0.1892 -2.0594
1.0441 0.7829 0.3313
-0.0159 -0.3133 0.3444
0.2097 0.0805 0.7823
0.1218 1.0647 -0.2606
0.1654 -0.2583 -0.4091
-0.0637 -0.3421 -0.3342
0.8085 -0.4788 -0.8230
-0.2739 1.3456 0.5034
-0.4567 -0.2420 0.3253
-0.3867 0.0274 0.3264
0.1836 -0.0505 -0.2631
0.4437 -0.4030 -0.1994
-0.0358 0.7844 0.0171
0.2057 -0.6558 0.0439
0.0689 -0.3158 0.5143
0.1734 -0.4297 0.1534
-0.3137 -1.2642 -1.0600
1.8854 -0.4128 -0.5581
-0.7610 0.6102 -1.5626
-3.0478 -1.1506 -2.1710
-0.1835 0.0914 -0.1664
0.3856 -0.3811 -0.5083
-0.8792 0.3768 -0.0644
0.3804 0.2915 0.1925
-0.0484 0.0068 0.2619
0.9759 -1.9567 2.5081
-0.3414 0.2650 0.2068
0.0776 -1.1963 -1.0702
-0.0689 0.4748 0.1547
-0.0585 -0.2379 -0.0131
0.3270 0.2933 -0.8832
-0.4713 -0.3964 1.5943
-0.7449 0.2807 -0.7999
0.5841 0.3645 -0.2546
-1.0130 1.1136 -1.0514
-0.8370 0.9876 -0.8477
0.0082 -1.9277 -2.7587
-0.9288 -0.2171 0.3228
-0.1575 0.0028 -0.0090
-0.2563 -0.5356 0.1692
-0.2152 -1.0347 -0.3803
0.7348 1.1844 -1.0932
-0.8840 2.1496 -0.6989
0.1643 -0.1238 -0.0683
-0.3039 -0.3306 -1.3954
-1.3297 -0.2348 -1.7613
-0.2580 0.4240 0.1263
0.0224 1.8644 -0.7403

total charge = 0
2S+1 = 1

Results of the Löwdin charge analysis, in e, for atoms 1 through 4:
1 Br 0.461
2 H 0.086
3 H 0.090
4 H 0.072

No. 5
Entry from OMol25: the molecule C22H24N2O4 (the ωB97M-V functional and the def2-TZVPD basis).

Cartesian coordinates (Å):
C1 0.63062 -0.85019 -3.53380
C2 -1.80498 -1.80835 2.38551
C3 0.72063 0.46614 -3.08457
H1 -2.99005 -4.82595 5.23732
H2 -1.27264 -0.24724 1.03998
H3 0.24293 -3.14810 4.73010
H4 1.94960 0.50288 2.43489
C4 0.76817 -1.62458 3.34994
C5 1.68841 1.98332 -1.34923
C6 1.88924 1.78469 0.12515
H5 2.40491 2.50942 0.72621
H6 3.33390 3.26910 -1.82311
H7 3.73739 1.54002 -1.83085
O1 0.27895 -1.17279 -0.72684
O2 1.04394 4.31107 -1.57395
C7 0.30085 -1.11553 -4.84949
C8 -1.55245 3.75500 -1.09663
O3 -2.36774 -3.48555 3.90843
C9 0.37489 -0.80796 2.29660
C10 2.98502 2.27762 -2.09874
C11 -1.63666 4.30002 0.32109
H8 -0.71122 4.80931 0.57937
C12 -0.93651 -0.89463 1.83336
H9 -0.31173 -5.30214 3.82427
H10 2.82850 2.24718 -3.17360
C13 -2.02679 -4.47424 4.85650
C14 -1.40491 -2.64600 3.42847
N1 1.06217 0.73954 -1.75209
C15 1.30043 0.64277 0.52389
H11 -1.33073 4.56094 -1.80367
C16 0.06720 -0.08284 -5.74121
H12 0.80808 -1.66039 -2.84747
H13 0.53730 2.53264 -3.66662
H14 -1.46783 -4.03579 5.69331
H15 -1.06123 -6.39276 5.00080
C17 -0.10688 -2.53558 3.91393
O4 -0.53679 2.75438 -1.19991
C18 0.70788 3.16733 -1.41694
C19 -1.25695 -5.64003 4.24186
H16 -2.45872 5.00624 0.39215
H17 0.23257 -2.14118 -5.18038
H18 -0.02057 2.04258 -5.98506
C20 0.78687 -0.07540 -0.68157
C21 0.48194 1.50299 -3.98552
H19 -1.84324 -6.08606 3.44257
N2 1.28368 0.11760 1.78075
H20 -1.80195 3.48810 1.02537
H21 1.77598 -1.55044 3.73420
H22 -2.47636 3.24928 -1.38339
C22 0.16072 1.22596 -5.30155
H23 -0.18636 -0.29428 -6.76903
H24 -2.81950 -1.88810 2.02920

Forces on the atoms, in the same order (eV/Å):
0.0420 -0.0978 0.1034
0.0286 -0.1864 0.1566
-0.1692 -0.1963 -0.3696
0.1644 0.0736 0.0280
-0.0557 0.0507 -0.0611
-0.0120 -0.0808 0.0603
-0.1567 -0.0332 -0.1342
-0.0283 0.2381 -0.3225
0.2287 0.1836 -0.0085
-0.3299 -0.6301 0.0221
0.0643 0.1751 0.1504
0.0536 0.0373 -0.0089
0.0104 -0.0794 0.0293
0.0038 -0.0001 0.0651
-0.0131 0.0932 -0.0259
0.0023 0.0576 -0.0536
-0.2485 0.4755 0.0795
-0.0732 0.1650 -0.1953
-0.3236 -0.3559 0.3814
-0.1686 0.0179 0.0949
0.1619 -0.2257 -0.3079
0.0384 0.0649 0.0443
0.1163 0.0047 0.1773
0.0960 -0.0413 -0.0231
0.0321 0.0518 -0.0730
0.1387 -0.3625 0.1729
0.0728 0.1795 -0.1129
0.1272 0.2456 0.0416
0.4344 0.6928 -0.0062
-0.0901 -0.1652 0.0531
-0.0431 0.0060 -0.0920
0.0134 -0.0204 0.0259
0.0099 0.0648 -0.0520
-0.1012 -0.0014 -0.0573
0.0455 -0.1005 0.0704
-0.3085 -0.2181 0.1814
-0.0810 -0.1905 -0.0250
0.1045 -0.1043 0.0137
-0.1761 0.3791 0.0309
-0.0936 0.0864 0.0388
0.0001 -0.0870 -0.0119
-0.0086 0.0647 -0.0401
-0.0063 -0.2841 -0.1192
-0.0106 0.0142 0.1766
-0.0373 -0.0703 -0.0598
0.4979 0.1383 0.0947
-0.0485 -0.0399 0.0868
0.1104 -0.0214 -0.0028
0.1261 0.0632 -0.0100
0.0096 -0.0065 -0.0697
-0.0223 -0.0179 -0.0835
-0.1272 -0.0069 -0.0533

total charge = 0
2S+1 = 1
structure (SMILES) = CCOC(=O)[C@@]1(C)C=C(Nc2ccc(OCC)cc2)C(=O)N1c1ccccc1

Results of the Löwdin charge analysis, in e, for atoms 1 through 4:
1 C 0.000
2 C 0.012
3 C -0.169
4 H 0.122

no.,HOMO level (eV)
1,-10.3293
2,-8.0816
3,-8.8278
4,-7.9286
5,-7.4484